Entry 1:
{"formula": "C34H29Br2N2", "method": "ωB97M-V/def2-TZVPD", "charge": 1, "energy_ev": -178785.147, "e_homo_ev": -9.52, "largest_force_ev_per_a": 2.41, "species": ["Br", "Br", "N", "N", "C", "C", "C", "C", "C", "C", "C", "C", "C", "C", "C", "C", "C", "C", "C", "C", "C", "C", "C", "C", "C", "C", "C", "C", "C", "C", "C", "C", "C", "C", "C", "C", "C", "C", "H", "H", "H", "H", "H", "H", "H", "H", "H", "H", "H", "H", "H", "H", "H", "H", "H", "H", "H", "H", "H", "H", "H", "H", "H", "H", "H", "H", "H"], "xyz": [[5.656845, 4.313217, -2.088698], [-7.390180, 4.032851, -1.184684], [-0.535120, -1.166278, 2.562526], [6.167914, -2.319820, -3.205264], [-0.340597, -2.259943, 0.374603], [4.508756, -1.772187, -1.278239], [0.371035, 1.266883, -1.452115], [-3.312110, 3.239645, -0.968576], [-1.994170, 1.117977, -0.967323], [4.071052, 3.323178, -1.824104], [-0.741267, 1.700113, -0.745894], [2.669291, -2.399847, 0.149092], [2.665107, 1.444285, -2.386922], [-0.706470, -2.751678, -1.990227], [1.640286, 1.931104, -1.527290], [4.535150, -0.509600, -0.670722], [2.499876, -1.041166, 0.544910], [3.583014, -2.726696, -0.833357], [-2.318557, -0.886025, 4.114117], [-0.079202, -2.018317, -0.987023], [-5.691530, 1.739177, -1.110851], [1.328438, -0.557075, 1.202930], [5.424039, -2.076840, -2.335004], [3.869665, 2.119755, -2.526589], [1.913882, 3.084667, -0.752165], [-1.715342, -4.155599, -0.286699], [-4.463315, 1.087891, -1.064749], [-4.541215, 3.893482, -1.038105], [3.107971, 3.785136, -0.914283], [-5.731443, 3.147235, -1.101536], [-1.558398, -3.801193, -1.632524], [-1.004809, -0.498287, 4.802634], [-1.956045, -1.416544, 2.721071], [-3.240959, 1.815433, -0.979269], [-1.078327, -3.416173, 0.708838], [0.079934, -0.545687, 3.720736], [3.561366, -0.146772, 0.239364], [0.162005, -1.316431, 1.405540], [-2.007680, 0.060465, -1.244790], [3.552923, 0.852472, 0.681860], [2.030137, -3.171021, 0.584968], [0.411890, 0.469608, 3.465011], [0.972621, -1.116681, 4.022329], [-0.536757, -2.485492, -3.036944], [-2.956657, -0.006307, 4.005458], [-4.415225, -0.003902, -1.078046], [-4.587805, 4.979580, -1.026362], [-2.176844, -2.488573, 2.667279], [-1.070358, 0.508858, 5.217600], [-2.337725, -5.005175, 0.001390], [-0.651044, 2.527721, -0.037743], [2.503352, 0.498961, -2.912205], [1.410754, 0.413509, 1.693531], [-1.131982, -3.753876, 1.748492], [1.168411, 3.423711, -0.035235], [-6.618091, 1.169084, -1.139872], [-0.745708, -1.179211, 5.615667], [3.290767, 4.688641, -0.338687], [-2.385451, 3.811456, -0.912309], [-2.880095, -1.632157, 4.679287], [0.189856, 0.481635, -2.191748], [-2.540996, -0.926871, 1.925588], [0.631370, -1.233445, -1.242073], [4.667897, 1.721656, -3.150607], [3.578029, -3.720643, -1.284724], [-2.099601, -4.337778, -2.408064], [5.317422, 0.193926, -0.963190]], "forces_ev_per_a": [[-0.352, -0.269, 0.094], [0.331, -0.162, 0.021], [0.116, -0.097, -0.815], [-1.525, 0.530, 1.723], [-0.161, -0.816, -0.161], [-0.257, 0.191, 0.210], [-0.194, 0.149, -0.260], [-0.379, -0.306, 0.136], [0.304, 0.345, -0.496], [-0.321, -0.483, -0.076], [-0.052, -0.136, 0.402], [-0.221, 0.424, 0.020], [-0.356, 0.078, 0.220], [0.077, -0.013, 0.380], [0.521, 0.117, 0.100], [0.377, -0.023, -0.093], [1.007, -0.165, -0.651], [0.119, -0.147, 0.021], [-0.267, 0.258, -0.147], [-0.463, 0.194, 0.114], [0.287, 0.129, 0.076], [-0.979, -0.642, 0.749], [1.590, -0.559, -1.725], [-0.073, 0.330, 0.200], [0.429, 0.004, -0.341], [0.192, 0.088, -0.200], [0.170, 0.262, 0.012], [0.295, -0.293, 0.098], [-0.420, -0.233, 0.130], [0.489, -0.442, 0.004], [-0.148, 0.041, 0.123], [0.272, -0.060, 0.100], [-0.679, -0.413, 0.129], [-0.711, 0.263, 0.387], [0.167, 0.265, -0.184], [0.217, 0.586, 0.176], [-0.555, -0.287, -0.093], [1.310, 0.595, 0.036], [-0.022, 0.183, -0.216], [0.016, -0.236, -0.215], [0.126, 0.296, -0.380], [-0.045, -0.160, 0.215], [-0.237, 0.178, -0.154], [-0.043, -0.245, 0.327], [-0.003, -0.095, 0.103], [-0.115, 0.321, -0.015], [0.021, -0.229, -0.048], [-0.035, 0.404, 0.035], [0.031, -0.172, 0.090], [0.243, 0.211, -0.201], [-0.178, 0.008, -0.538], [0.085, 0.339, 0.065], [0.086, -0.411, 0.230], [-0.040, 0.207, -0.493], [0.292, 0.136, -0.183], [0.232, 0.154, -0.055], [-0.137, 0.057, -0.068], [0.000, -0.170, -0.132], [-0.327, -0.043, -0.091], [0.062, 0.133, -0.048], [0.192, 0.024, 0.358], [0.189, -0.116, 0.197], [-0.339, -0.198, 0.105], [-0.269, 0.114, 0.045], [0.148, 0.220, 0.302], [0.132, -0.005, 0.169], [-0.221, -0.206, 0.177]]}

=====

Entry 2:
{"formula": "C5H7NO", "method": "ωB97M-V/def2-TZVPD", "charge": 0, "energy_ev": -8831.421, "e_homo_ev": -9.66, "largest_force_ev_per_a": 0.98, "e_above_lowest_kcal_mol": 110.27, "species": ["O", "N", "C", "C", "C", "C", "C", "H", "H", "H", "H", "H", "H", "H"], "xyz": [[1.663397, -1.543739, 0.035293], [-1.103868, 0.777993, -2.410277], [0.764160, 0.679998, -0.131048], [1.791432, -0.397862, -0.323655], [-0.887777, -0.823058, 1.146438], [-1.835592, 0.683873, -1.493904], [-0.388168, 0.476864, 0.675325], [-0.946770, 1.369833, 0.951204], [0.071138, 0.658654, -1.136558], [-0.090064, -1.358641, 1.676065], [-1.787780, -0.719909, 1.751727], [1.157107, 1.701573, -0.143800], [-1.104147, -1.441718, 0.268685], [2.696930, -0.063858, -0.865489]], "forces_ev_per_a": [[0.057, 0.503, -0.128], [-0.542, -0.105, 0.812], [-0.035, -0.072, 0.303], [-0.088, -0.360, 0.025], [-0.080, 0.196, -0.007], [0.597, 0.103, -0.746], [0.151, -0.149, -0.138], [0.095, -0.141, -0.066], [-0.109, 0.109, 0.031], [-0.015, 0.102, -0.077], [0.123, 0.013, -0.109], [-0.139, -0.200, -0.060], [0.060, 0.028, 0.068], [-0.076, -0.028, 0.092]]}

=====

Entry 3:
{"formula": "C10H29Cu2N15O12", "method": "ωB97M-V/def2-TZVPD", "charge": 2, "energy_ev": -147023.184, "e_homo_ev": [-13.22, -13.22], "largest_force_ev_per_a": 3.23, "s2": 2.01, "multiplicity": 3, "species": ["Cu", "Cu", "O", "O", "O", "O", "O", "O", "O", "O", "O", "O", "O", "O", "N", "N", "N", "N", "N", "N", "N", "N", "N", "N", "N", "N", "N", "N", "N", "C", "C", "C", "C", "C", "C", "C", "C", "C", "C", "H", "H", "H", "H", "H", "H", "H", "H", "H", "H", "H", "H", "H", "H", "H", "H", "H", "H", "H", "H", "H", "H", "H", "H", "H", "H", "H", "H", "H"], "xyz": [[-21.965557, 11.910541, 16.364190], [-19.092102, 7.722156, 18.951249], [-20.400383, 6.077338, 19.858998], [-23.572659, 10.576434, 16.361639], [-19.242702, 9.014816, 16.867460], [-22.742368, 13.378437, 17.873266], [-20.883706, 8.924999, 19.115444], [-26.102461, 9.665562, 22.970869], [-18.743996, 10.312579, 15.159584], [-18.936651, 8.557649, 21.118224], [-20.142442, 12.741106, 17.079032], [-23.008496, 9.279531, 19.340440], [-20.754278, 10.079068, 15.751521], [-21.753037, 10.805245, 18.514314], [-23.995657, 9.241776, 14.546461], [-18.931886, 7.356185, 23.017783], [-25.893043, 9.023559, 20.793996], [-24.038582, 8.375340, 16.605902], [-21.150779, 4.117160, 18.853917], [-22.143186, 6.088341, 18.518020], [-18.695801, 14.500620, 17.531587], [-17.983619, 9.363507, 23.061595], [-24.149632, 9.979015, 21.827810], [-19.553145, 9.821835, 15.973051], [-24.299031, 14.559245, 19.105601], [-18.680383, 11.945747, 20.206339], [-22.798322, 13.232550, 20.097603], [-18.026595, 12.760869, 16.358989], [-21.868577, 9.690641, 19.068864], [-19.650113, 12.662797, 22.098961], [-19.067635, 13.380754, 16.906377], [-23.852553, 9.470574, 15.869458], [-18.498562, 13.385155, 21.907351], [-23.200160, 13.744201, 18.957424], [-19.686688, 11.691103, 21.098789], [-25.441734, 9.533718, 21.962219], [-21.138252, 5.430557, 19.093875], [-18.628656, 8.444246, 22.310551], [-17.853184, 12.849760, 20.809253], [-18.753376, 7.253147, 23.999151], [-23.677173, 9.946578, 20.934979], [-20.284223, 12.802987, 22.960177], [-17.766505, 14.863657, 17.438348], [-23.954155, 8.461004, 17.609899], [-18.167212, 14.186332, 22.549620], [-26.850804, 8.777375, 20.621924], [-22.085683, 12.523635, 20.021247], [-23.954255, 9.961614, 13.847341], [-24.316391, 8.308606, 14.358086], [-23.369683, 13.291793, 20.922214], [-18.212365, 11.819912, 16.018785], [-19.449901, 15.054008, 17.912758], [-17.138920, 13.143231, 16.621655], [-18.376669, 11.436561, 19.386793], [-16.945108, 13.123260, 20.292624], [-20.403859, 10.911186, 20.885069], [-24.614845, 14.623203, 20.056577], [-25.266504, 9.209999, 20.030992], [-21.521749, 3.609144, 18.070426], [-24.687865, 15.173024, 18.412484], [-17.926592, 10.251319, 22.589668], [-23.773325, 10.581901, 22.537807], [-19.403412, 6.663214, 22.452312], [-24.436078, 7.497339, 16.321334], [-22.281635, 7.014937, 18.896280], [-22.836259, 5.626328, 17.957217], [-17.976434, 9.337885, 24.065478], [-20.373064, 3.638636, 19.289043]], "forces_ev_per_a": [[0.779, -1.570, 2.111], [-0.706, -0.071, 0.531], [1.282, -0.786, -0.139], [1.002, 1.676, 0.309], [0.222, 0.760, -0.503], [0.530, 0.349, -1.404], [-0.883, 0.781, 1.032], [0.212, -0.216, 0.082], [0.400, -0.285, 1.342], [0.654, 0.824, -0.241], [-1.124, 1.120, -0.856], [0.038, -0.368, 0.528], [-2.653, 0.830, 0.706], [0.607, 0.770, 1.186], [-0.012, -0.065, 0.721], [-0.638, -0.968, -0.969], [0.345, -0.469, -0.912], [-0.039, -0.279, 1.997], [2.181, -1.587, 1.060], [-0.729, 1.066, -0.638], [-1.902, 1.071, 0.844], [0.290, 1.608, -1.103], [0.890, 0.407, 0.302], [1.167, -0.543, -1.095], [0.950, -0.432, 0.212], [0.969, -0.123, 1.332], [1.534, -0.831, 1.795], [-0.263, -0.101, -0.322], [0.290, -0.975, -2.874], [0.735, 0.723, 1.248], [1.050, -2.376, 0.783], [-0.003, -0.612, -1.857], [-0.587, 0.521, 1.789], [-2.779, 0.277, -1.630], [-0.792, -0.674, -2.095], [-0.664, 0.908, 0.555], [-1.312, 0.933, -0.123], [-0.324, -0.995, 0.935], [0.055, 0.049, -2.555], [-0.033, -0.231, -0.073], [-0.154, -0.073, 0.278], [-0.337, -0.250, -0.248], [-0.146, 0.390, -0.195], [0.142, 0.340, -0.021], [0.210, -0.021, -0.146], [0.027, 0.102, 0.284], [-0.366, -0.208, -0.023], [-0.083, -0.076, 0.040], [0.048, 0.214, -0.916], [0.179, -0.073, 0.071], [0.674, -0.149, -0.408], [0.405, 0.294, 0.035], [0.513, -0.520, -0.721], [-0.589, -0.474, 0.037], [0.158, 0.077, 0.326], [0.111, -0.137, 0.108], [-0.381, 0.578, -0.178], [-0.507, -0.299, -0.436], [-0.415, 0.566, -0.136], [0.157, -0.229, -0.188], [0.362, 0.101, 0.512], [-0.261, -0.225, 0.176], [-0.050, -0.340, 0.579], [-0.023, 0.264, -0.605], [-0.230, 0.056, -0.317], [-0.070, 0.081, 0.189], [-0.009, 0.014, -0.028], [-0.106, -0.122, -0.080]]}